A 4-piece molecular cluster, C6H18NO4 overall. Source: the OMol25 dataset; level of theory: ωB97M-V/def2-TZVPD.

XYZ file:
```
29
Properties=species:S:1:pos:R:3
C 1.61 1.38 1.48
O 1.39 2.64 0.90
C 2.43 0.54 0.56
C 1.82 -0.44 -0.48
C 1.43 0.26 -1.71
N -2.30 0.84 -0.90
C -0.85 0.51 -0.74
C 0.10 0.62 -1.80
H 0.69 0.87 1.71
H 2.13 1.51 2.36
H 3.12 1.31 -0.17
H 3.04 -0.15 1.08
H 2.58 -1.22 -0.66
H 0.97 -1.10 -0.14
H 2.23 0.48 -2.38
H 0.87 2.49 0.08
H -2.72 0.10 -1.28
H -2.50 1.74 -1.31
H -0.52 0.23 0.21
H -0.25 1.13 -2.68
H -3.71 0.15 1.99
H -3.06 -1.13 2.11
O -3.24 -0.37 2.66
H -0.97 -2.32 0.54
H -0.90 -0.76 0.93
O -1.25 -1.73 1.15
H -1.28 -2.01 -0.88
H 0.02 -2.67 -1.42
O -0.89 -2.89 -1.23
```

Orbital gap   0.2066 Eh
Energy above the lowest of the compared OMol25 structures with the same formula, charge and spin   4.379 eV
Total charge   -1
2S+1   1

Here are the Löwdin charges for atoms 1 to 8, given in e: -0.296, -0.090, -0.186, -0.294, -0.242, -0.007, -0.285, -0.204

=====

A 2-piece molecular cluster, C6H18OSi2 overall. Source: the OMol25 dataset; level of theory: ωB97M-V/def2-TZVPD.

XYZ file:
```
27
Properties=species:S:1:pos:R:3
C 1.58 2.22 -0.36
C -0.90 2.27 -0.10
C -1.26 -2.43 -0.83
C -2.38 -0.72 0.64
C 0.28 1.48 -0.66
C -1.08 -1.45 0.33
O 0.95 0.01 2.58
Si 2.48 -1.35 -0.34
Si 0.43 -0.32 0.03
H 1.56 3.21 -0.80
H 1.71 2.33 0.72
H 2.44 1.68 -0.75
H -0.90 2.26 0.98
H -1.85 1.88 -0.45
H -0.84 3.31 -0.43
H -0.36 -3.00 -1.01
H -2.07 -3.13 -0.60
H -1.52 -1.91 -1.75
H -2.77 -0.21 -0.24
H -2.23 0.00 1.43
H -3.14 -1.43 0.97
H 0.17 1.42 -1.75
H -0.81 -2.03 1.22
H 1.61 0.70 2.60
H 2.34 -2.81 -0.40
H 3.04 -0.97 -1.66
H 3.50 -1.02 0.65
```

Orbital gap   0.3162 Eh
Energy above the lowest of the compared OMol25 structures with the same formula, charge and spin   4.410 eV
Total charge   0
2S+1   1

Here are the Löwdin charges for atoms 1 to 8, given in e: -0.149, -0.129, -0.140, -0.127, -0.515, -0.524, -0.385, 0.526

=====

C6H19BO2Ta as an isolated structure. Source: the OMol25 dataset; level of theory: ωB97M-V/def2-TZVPD.

XYZ file:
```
29
Properties=species:S:1:pos:R:3
C 3.45 -1.85 0.11
C 2.96 -0.50 0.59
C 2.58 0.38 -0.59
C 2.09 1.76 -0.19
C 0.86 1.79 0.72
Ta -1.08 0.78 0.03
B -3.04 -0.47 -0.56
O -2.99 -1.83 -0.92
O -4.29 0.14 -0.52
C -5.26 -0.68 0.18
H 4.47 -1.78 -0.26
H 2.85 -2.21 -0.72
H 3.44 -2.60 0.89
H 2.14 -0.61 1.29
H 3.80 -0.02 1.08
H 3.49 0.51 -1.17
H 1.89 -0.14 -1.24
H 1.93 2.33 -1.10
H 2.92 2.24 0.33
H 0.59 2.85 0.83
H 1.11 1.46 1.73
H -1.11 1.55 -1.66
H -0.19 -0.75 -0.53
H -1.32 0.03 1.73
H -2.23 2.12 0.64
H -2.54 -1.92 -1.77
H -5.96 -1.08 -0.54
H -4.79 -1.48 0.74
H -5.75 -0.03 0.90
```

Orbital gap   0.2614 Eh
Total charge   -1
2S+1   1

Here are the Löwdin charges for atoms 1 to 8, given in e: -0.126, -0.286, -0.300, -0.350, -0.442, 1.188, -0.898, -0.018

=====

C6H19Br2MnNO4 as an isolated structure. Source: the OMol25 dataset; level of theory: ωB97M-V/def2-TZVPD.

XYZ file:
```
33
Properties=species:S:1:pos:R:3
Mn -0.53 0.69 1.27
Br -0.79 -1.98 2.25
Br 0.04 3.13 0.52
C 2.28 -0.81 0.07
C 1.68 0.00 -1.00
C 1.90 -0.48 -2.46
O 1.26 -1.74 -2.67
C 1.50 -2.14 -4.03
N 0.21 -0.14 -0.67
H 1.62 -1.59 0.44
H 2.70 -0.27 0.92
H 3.17 -1.24 -0.38
H 1.90 1.06 -0.85
H 2.98 -0.58 -2.52
H 1.71 0.23 -3.26
H 1.26 -1.49 -4.87
H 0.87 -2.99 -4.26
H 2.55 -2.35 -4.18
H 0.06 -1.14 -0.79
H -0.31 0.18 -1.47
O 0.97 0.82 2.88
H 1.07 0.17 3.57
H 1.25 1.65 3.28
C -3.07 1.02 2.50
C -3.31 1.44 1.03
O -2.45 0.55 0.22
O -1.76 1.36 2.87
H -3.15 -0.06 2.61
H -3.67 1.42 3.32
H -2.97 2.47 0.96
H -4.37 1.57 0.78
H -2.87 -0.31 0.14
H -1.75 1.53 3.81
```

Orbital gap (alpha / beta)   0.3167 / 0.1235 Eh
Energy above the lowest of the compared OMol25 structures with the same formula, charge and spin   0.190 eV
Total charge   +1
2S+1   7

Here are the Löwdin charges for atoms 1 to 8, given in e: 0.426, 0.448, -0.054, -0.071, -0.362, -0.183, -0.172, -0.095

=====

C6H19BrMnNO4 as an isolated structure. Source: the OMol25 dataset; level of theory: ωB97M-V/def2-TZVPD.

XYZ file:
```
32
Properties=species:S:1:pos:R:3
Mn 4.84 -32.97 13.23
Br 5.45 -33.21 15.55
C 2.82 -32.41 18.51
C 1.82 -32.11 17.41
C 2.09 -30.79 16.71
O 1.90 -29.71 17.58
C 0.77 -28.93 17.28
N 1.75 -33.25 16.47
H 2.54 -33.29 19.08
H 2.87 -31.54 19.17
H 3.86 -32.51 18.16
H 0.85 -32.01 17.90
H 1.39 -30.72 15.87
H 3.11 -30.77 16.30
H -0.14 -29.54 17.23
H 0.92 -28.39 16.34
H 0.61 -28.23 18.09
H 2.70 -33.51 16.21
H 1.31 -32.95 15.60
O 8.82 -33.47 15.44
H 7.87 -33.51 15.53
H 9.07 -32.60 15.77
C 6.14 -37.03 16.32
C 7.60 -37.41 16.11
O 7.71 -38.83 16.04
O 5.29 -37.52 15.31
H 5.98 -35.96 16.51
H 5.90 -37.44 17.33
H 8.18 -37.00 16.94
H 7.93 -37.06 15.13
H 7.62 -39.20 16.92
H 5.66 -38.35 15.01
```

Orbital gap (alpha / beta)   0.1456 / 0.1437 Eh
Energy above the lowest of the compared OMol25 structures with the same formula, charge and spin   6.148 eV
Total charge   +1
2S+1   6

Here are the Löwdin charges for atoms 1 to 8, given in e: 1.053, 0.216, -0.059, -0.437, -0.241, -0.177, -0.104, 0.045

=====

C6H19BrMnNO4 as an isolated structure. Source: the OMol25 dataset; level of theory: ωB97M-V/def2-TZVPD.

XYZ file:
```
32
Properties=species:S:1:pos:R:3
Mn -0.58 0.27 -1.02
Br -2.47 1.76 -1.91
C 2.51 -0.76 2.02
C 1.33 -0.22 1.21
C 1.44 1.26 0.94
O 0.23 1.71 0.35
C 0.19 3.13 0.21
N 1.15 -0.88 -0.14
H 2.19 -1.04 3.02
H 3.28 0.01 2.17
H 3.01 -1.59 1.53
H 0.41 -0.38 1.77
H 2.27 1.45 0.23
H 1.65 1.82 1.85
H -0.81 3.38 -0.14
H 0.92 3.46 -0.53
H 0.37 3.60 1.17
H 2.01 -0.61 -0.63
H 1.32 -1.88 -0.02
O 0.83 0.91 -2.55
H 0.75 1.65 -3.16
H 1.35 0.25 -3.01
C -2.69 -2.02 -1.00
C -2.37 -1.82 0.44
O -1.95 -0.44 0.65
O -1.66 -1.50 -1.85
H -3.61 -1.50 -1.25
H -2.82 -3.09 -1.19
H -1.61 -2.50 0.83
H -3.29 -2.00 1.00
H -1.90 -0.29 1.60
H -1.45 -2.12 -2.56
```

Orbital gap (alpha / beta)   0.3043 / 0.3062 Eh
Energy above the lowest of the compared OMol25 structures with the same formula, charge and spin   0.000 eV
Total charge   +1
2S+1   6

Here are the Löwdin charges for atoms 1 to 8, given in e: 0.591, -0.016, -0.021, -0.378, -0.190, -0.309, -0.056, 0.026

=====

A 5-piece molecular cluster, C6H19ClN6O9P overall. Source: the OMol25 dataset; level of theory: ωB97M-V/def2-TZVPD.

XYZ file:
```
42
Properties=species:S:1:pos:R:3
C -0.04 -3.32 -0.02
C -1.39 -2.64 0.23
N -1.45 -1.30 -0.38
N -0.78 -0.39 0.55
P -0.24 0.89 -0.21
O 1.29 0.53 -0.87
Cl 0.28 2.14 1.49
H 0.09 -4.13 0.68
H -0.02 -3.72 -1.03
H 0.73 -2.58 0.15
H -2.23 -3.25 -0.09
H -1.47 -2.45 1.29
H -0.91 -1.37 -1.24
H 1.77 -0.09 -0.29
C -1.00 3.65 -2.74
N -2.47 3.50 -2.57
O -3.20 4.04 -3.39
O -2.82 2.83 -1.63
H -0.81 4.26 -3.61
H -0.62 4.13 -1.84
H -0.57 2.66 -2.84
C -0.89 4.91 3.02
N -1.44 6.27 3.28
O -2.23 6.73 2.48
O -1.07 6.84 4.29
H -1.31 4.53 2.10
H 0.19 5.01 2.95
H -1.16 4.28 3.86
C 4.24 2.09 0.91
N 3.83 0.67 1.09
O 3.89 -0.07 0.12
O 3.44 0.35 2.19
H 4.55 2.22 -0.12
H 3.37 2.70 1.14
H 5.05 2.28 1.60
C -0.43 -8.07 -1.60
N -0.95 -6.69 -1.40
O -1.68 -6.23 -2.26
O -0.62 -6.12 -0.39
H -0.81 -8.45 -2.54
H 0.65 -8.01 -1.61
H -0.78 -8.67 -0.76
```

Orbital gap   0.1813 Eh
Total charge   -1
2S+1   1

Here are the Löwdin charges for atoms 1 to 8, given in e: -0.126, -0.314, -0.219, -0.410, 0.393, -0.435, 0.059, 0.042

=====

C6H19NO4 as an isolated structure. Source: the OMol25 dataset; level of theory: ωB97M-V/def2-TZVPD.

XYZ file:
```
30
Properties=species:S:1:pos:R:3
C -2.22 -0.97 -2.03
O -2.62 0.06 -1.17
C -1.71 1.17 -0.95
C -0.25 0.96 -0.39
N -0.30 0.41 1.02
C 0.96 -0.41 1.22
C 0.99 -1.82 0.58
O 1.39 -1.79 -0.75
C 1.74 -2.99 -1.35
H -1.83 -0.65 -3.00
H -3.05 -1.64 -2.23
H -1.31 -1.40 -1.61
H -2.27 1.85 -0.32
H -1.50 1.65 -1.91
H 0.30 1.88 -0.22
H 0.45 0.53 -1.10
H -1.04 -0.27 1.12
H 0.88 -0.63 2.28
H 1.95 0.03 1.10
H 0.07 -2.38 0.74
H 1.68 -2.47 1.12
H 2.23 -2.66 -2.26
H 0.88 -3.62 -1.59
H 2.50 -3.56 -0.80
O 0.16 2.77 0.99
H 0.23 3.11 1.88
H 0.39 1.85 1.06
O 0.42 3.27 2.81
H 1.18 3.82 2.97
H -0.32 3.89 2.78
```

Orbital gap   0.3050 Eh
Energy above the lowest of the compared OMol25 structures with the same formula, charge and spin   9.500 eV
Total charge   0
2S+1   1

Here are the Löwdin charges for atoms 1 to 8, given in e: -0.121, -0.202, -0.159, -0.205, -0.048, -0.160, -0.251, -0.204

=====

A 4-piece molecular cluster, C6H19NO4 overall. Source: the OMol25 dataset; level of theory: ωB97M-V/def2-TZVPD.

XYZ file:
```
30
Properties=species:S:1:pos:R:3
C 1.68 1.86 2.16
N 1.80 0.50 1.64
C 0.69 0.09 0.77
C -0.30 -0.85 1.42
C -1.55 -1.09 0.57
C -2.49 0.14 0.50
C 1.44 -0.53 -0.41
O 1.30 -1.69 -0.73
H 2.06 2.56 1.42
H 2.33 2.00 3.02
H 0.68 2.14 2.50
H 1.95 -0.15 2.41
H 0.19 1.00 0.46
H 0.18 -1.80 1.66
H -0.60 -0.44 2.39
H -1.21 -1.21 -0.45
H -2.11 -1.95 0.90
H -3.50 -0.20 0.40
H -2.23 0.70 -0.39
H -2.46 0.72 1.41
H 2.15 0.14 -0.91
H 0.02 1.17 -3.51
H -0.36 1.97 -2.25
O 0.15 1.19 -2.56
H -1.78 3.00 -0.84
H -1.05 4.24 -1.38
O -1.43 3.39 -1.65
H -0.26 -4.11 -1.77
H 0.15 -3.13 -0.68
O -0.45 -3.87 -0.85
```

Orbital gap   0.3439 Eh
Energy above the lowest of the compared OMol25 structures with the same formula, charge and spin   1.608 eV
Total charge   0
SMILES   CCC[C@H](C=O)NC.O.O.O
2S+1   1

Here are the Löwdin charges for atoms 1 to 8, given in e: -0.126, -0.080, -0.326, -0.169, -0.228, -0.088, -0.193, 0.043

=====

A 5-piece molecular cluster, C6H19NO5 overall. Source: the OMol25 dataset; level of theory: ωB97M-V/def2-TZVPD.

XYZ file:
```
31
Properties=species:S:1:pos:R:3
C 1.33 -2.17 0.99
C 0.24 -1.15 0.85
N 0.03 -0.21 1.83
C 1.19 0.43 2.46
C 1.00 1.97 2.32
C -0.34 2.16 1.61
C -1.02 0.76 1.58
O -0.54 -1.31 -0.08
H 1.55 -2.48 -0.03
H 2.24 -1.83 1.46
H 0.95 -3.05 1.51
H 1.27 0.17 3.51
H 2.08 0.24 1.87
H 0.97 2.53 3.26
H 1.86 2.38 1.79
H -1.05 2.86 2.04
H -0.21 2.68 0.65
H -1.72 0.82 2.40
H -1.59 0.69 0.66
H -0.25 0.06 -1.29
H -0.54 0.12 -2.78
O 0.12 0.41 -2.13
H -2.21 -0.90 -3.48
H -3.11 0.37 -3.84
O -2.28 -0.10 -4.02
H 2.35 0.47 -3.70
H 2.20 0.49 -2.23
O 2.85 0.72 -2.91
H -2.67 -1.72 -1.02
H -2.09 -3.08 -1.49
O -2.62 -2.32 -1.76
```

Orbital gap   0.3871 Eh
Energy above the lowest of the compared OMol25 structures with the same formula, charge and spin   0.358 eV
Total charge   0
SMILES   CC(=O)N1CCCC1.O.O.O.O
2S+1   1

Here are the Löwdin charges for atoms 1 to 8, given in e: 0.023, -0.469, -0.026, -0.118, -0.147, -0.159, -0.135, -0.007

=====

An isolated ion of composition C6H19NOP and charge -1. Source: the OMol25 dataset; level of theory: ωB97M-V/def2-TZVPD.

XYZ file:
```
28
Properties=species:S:1:pos:R:3
C -3.18 -0.58 -0.19
C -2.98 0.11 1.15
C -1.94 -0.55 2.08
O -0.67 -0.01 1.98
P 0.63 -0.96 1.18
C 1.12 0.61 0.21
C 2.03 0.31 -0.96
C 2.27 1.49 -1.90
N 3.08 1.20 -3.10
H -3.99 -0.12 -0.77
H -2.26 -0.56 -0.78
H -3.43 -1.63 -0.04
H -2.64 1.14 0.99
H -3.94 0.18 1.67
H -1.92 -1.64 1.89
H -2.29 -0.42 3.12
H 1.50 -0.60 2.30
H 0.16 -2.15 1.90
H -0.27 -1.31 0.05
H 1.70 -1.75 0.57
H 1.60 1.31 0.92
H 0.19 1.07 -0.13
H 1.59 -0.52 -1.55
H 3.00 -0.06 -0.59
H 1.31 1.90 -2.23
H 2.78 2.30 -1.35
H 3.95 0.78 -2.81
H 2.61 0.47 -3.63
```

Orbital gap   0.2636 Eh
Total charge   -1
2S+1   1

Here are the Löwdin charges for atoms 1 to 8, given in e: -0.141, -0.257, -0.386, -0.435, 0.361, -0.393, -0.331, -0.326

=====

C6H19NOPTm as an isolated structure. Source: the OMol25 dataset; level of theory: ωB97M-V/def2-TZVPD.

XYZ file:
```
29
Properties=species:S:1:pos:R:3
C -1.45 2.67 -1.44
C -2.34 1.41 -1.28
C -1.86 0.10 -1.98
O -1.25 -0.82 -1.23
P 0.52 -0.71 -1.01
C 0.31 -1.35 0.87
C 1.59 -1.06 1.58
C 1.45 -1.36 3.09
N 2.59 -0.89 3.84
H -2.01 3.52 -1.09
H -0.54 2.64 -0.86
H -1.17 2.92 -2.48
H -2.50 1.23 -0.23
H -3.30 1.66 -1.73
H -1.20 0.37 -2.88
H -2.75 -0.37 -2.41
H 0.58 -2.12 -1.38
H 0.65 -0.35 -2.43
H 0.44 0.66 -0.57
H 1.94 -0.63 -0.90
H 0.10 -2.41 0.87
H -0.52 -0.83 1.33
H 1.85 -0.02 1.43
H 2.41 -1.65 1.18
H 0.55 -0.90 3.48
H 1.34 -2.43 3.23
H 3.44 -1.27 3.44
H 2.66 0.12 3.74
Tm -1.51 1.87 -4.20
```

Orbital gap (alpha / beta)   0.1613 / 0.1503 Eh
Total charge   +2
2S+1   3

Here are the Löwdin charges for atoms 1 to 8, given in e: -0.097, -0.179, -0.441, -0.323, 0.621, -0.230, -0.278, -0.261

=====

Values of energy, in order: -595.00882; -893.54424; -472.20658; -6894.51498; -4320.37114; -4320.59708; -2046.91177; -595.40989; -595.69993; -670.97133; -711.28417; -1795.66433, all in hartree.
Values of max |F|, in order: 7.031; 3.216; 2.335; 3.003; 1.851; 1.566; 1.371; 16.261; 1.261; 2.059; 0.234; 1.923, all in eV/Å.